# 1
{"formula": "C13H29BIrN7S", "method": "ωB97M-V/def2-TZVPD", "multiplicity": 2, "s2": 0.763, "de_lowest_ev": 2.878, "total_charge": 3, "homo_energy_ev": [-16.490, -16.493], "e_lumo_ev": [-12.79, -13.21], "gap_ev": [3.699, 3.283], "total_energy_ha": -1422.1765, "species": ["Ir", "C", "C", "N", "C", "C", "S", "C", "C", "N", "H", "H", "H", "H", "H", "H", "H", "H", "H", "H", "H", "H", "H", "H", "B", "C", "N", "H", "H", "H", "C", "N", "C", "N", "C", "N", "C", "N", "C", "C", "H", "H", "H", "H", "H", "H", "H", "H", "H", "H", "H", "H"], "xyz": [[0.28, -0.09, -0.16], [0.34, 0.69, 2.99], [1.11, 1.78, 2.23], [0.61, 2.02, 0.87], [-0.56, 2.91, 0.75], [-1.88, 2.29, 1.18], [-2.15, 0.59, 0.53], [-2.37, -0.38, 2.07], [-1.14, -1.21, 2.44], [0.12, -0.52, 2.17], [0.92, 0.45, 3.89], [-0.62, 1.07, 3.32], [1.06, 2.70, 2.82], [2.16, 1.50, 2.16], [1.37, 2.47, 0.35], [-0.41, 3.82, 1.36], [-0.63, 3.23, -0.29], [-1.99, 2.26, 2.26], [-2.70, 2.90, 0.78], [-2.67, 0.31, 2.86], [-3.22, -1.05, 1.90], [-1.23, -1.47, 3.51], [-1.14, -2.15, 1.88], [0.89, -1.18, 2.33], [4.92, -1.17, -0.69], [3.50, -0.75, -0.38], [2.38, -0.48, -0.25], [4.94, -1.77, -1.71], [5.72, -0.29, -0.54], [5.53, -1.71, 0.19], [0.04, -0.35, -3.33], [-0.60, -1.07, -2.20], [-2.07, -1.11, -2.49], [-2.31, -1.74, -3.76], [-1.69, -1.00, -4.84], [-0.25, -1.00, -4.58], [0.26, -2.37, -4.59], [-0.41, -3.08, -3.51], [-0.12, -2.48, -2.24], [-1.85, -3.12, -3.76], [1.13, -0.33, -3.18], [-0.34, 0.68, -3.37], [-2.46, -0.09, -2.51], [-2.58, -1.66, -1.70], [-2.06, 0.02, -4.87], [-1.90, -1.48, -5.80], [1.34, -2.36, -4.42], [0.06, -2.84, -5.55], [0.96, -2.51, -2.06], [-0.62, -3.06, -1.45], [-2.35, -3.69, -2.97], [-2.06, -3.59, -4.72]]}

=====

# 2
{"formula": "CH2BrN2O3", "method": "ωB97M-V/def2-TZVPD", "de_lowest_ev": 0.525, "smiles": "O=[N+]([O-])/C(Br)=[NH+]/O", "total_charge": 1, "homo_energy_ev": -16.441, "e_lumo_ev": -6.71, "gap_ev": 9.733, "total_energy_ha": -2948.0505, "species": ["O", "N", "O", "C", "Br", "N", "O", "H", "H"], "xyz": [[-1.42, 1.49, -0.19], [-1.60, 0.33, -0.11], [-2.55, -0.31, 0.06], [-0.26, -0.52, -0.11], [-0.56, -2.29, 0.19], [0.81, 0.23, -0.02], [2.09, -0.25, -0.15], [0.65, 1.18, -0.02], [2.84, 0.16, 0.34]]}